Below is C6H7CeLiO6 as an isolated structure at a distorted geometry, with properties calculated with the ωB97M-V functional and the def2-TZVPD basis.

The total energy is -31740.2120 eV. The net charge is +2. The value obtained for the orbital gap (spin up / spin down) is 6.0475 / 8.5349 eV. Its spin multiplicity is 3. The LUMO energy (spin up / spin down) comes out at -0.3323 / -0.3305 Ha. The HOMO energy (spin up / spin down) is -15.09 / -17.53 eV. The calculation puts the maximum force at 2.7 eV Å⁻¹.

Geometry as XYZ:
```
21
C6H7CeLiO6 | the Open Molecules 2025 dataset | the ωB97M-V functional and the def2-TZVPD basis
Ce -1.95636 -1.58000 2.49942
O 0.37350 -0.84095 1.86269
O 1.26914 -1.87776 0.05933
C 2.24654 -0.84280 -0.13922
C 1.77718 0.14009 -1.20783
O -0.62076 -2.57023 0.95632
C 0.34243 -1.75673 0.98372
H 2.45464 -0.33793 0.81051
H 3.14766 -1.35785 -0.48487
H 1.51927 -0.39073 -2.13082
H 2.60794 0.82864 -1.41526
Li -0.20331 1.08458 1.76656
O 0.71240 1.71560 0.24581
O -0.50213 0.76174 -1.36488
C -1.90379 1.44084 -0.81607
C -2.51743 0.51977 0.13165
O -2.02240 0.36467 1.34963
C 0.60726 0.96516 -0.72755
H -1.62047 2.40857 -0.38771
H -2.47903 1.54260 -1.73856
H -3.23226 -0.21727 -0.25287
```

Mulliken atomic charge list, values in e, 8 entries: Ce 1.92; O -0.84; O -0.31; C -0.45; C -0.44; O -0.68; C 1.15; H 0.31

Below is one molecule with the formula C6H7Cl2NSi at a distorted geometry, with properties calculated with the ωB97M-V functional and the def2-TZVPD basis.

The total energy is -40751.4070 eV. The value obtained for the orbital gap is 10.1401 eV. Its spin multiplicity is 1. The LUMO energy comes out at 0.0228 Ha. The HOMO energy is -9.52 eV. The SMILES is N[Si](Cl)(Cl)c1ccccc1. The calculation puts the maximum force at 4.7 eV Å⁻¹.

Geometry as XYZ:
```
17
C6H7Cl2NSi | the Open Molecules 2025 dataset | the ωB97M-V functional and the def2-TZVPD basis
C 1.16658 -0.34859 -1.98622
C -0.15706 -0.53069 -1.61927
C 2.08392 -0.02845 -1.01681
C -0.52323 -0.39139 -0.26501
C 1.70925 0.16419 0.29636
C 0.34539 -0.05814 0.71279
N -1.89927 0.68654 2.27702
Si -0.23824 0.38552 2.49484
Cl 0.09223 -1.25686 3.60447
Cl 0.54876 1.96474 3.57413
H 1.40573 -0.55092 -3.05321
H -0.75393 -1.00592 -2.25881
H 3.08387 0.23700 -1.41310
H -1.58850 -0.41334 -0.10250
H 2.32967 0.37170 1.04082
H -2.32085 1.08921 3.02606
H -2.39091 0.24940 1.51111
```

natural (NBO) atomic charge list, values in e, 8 entries: C -0.19; C -0.21; C -0.22; C -0.18; C -0.17; C -0.47; N -1.30; Si 1.63

Below is an isolated ion of composition C6H7Cl2O3S and charge -1 at a distorted geometry, with properties calculated with the ωB97M-V functional and the def2-TZVPD basis.

The total energy is -48356.0243 eV. The net charge is -1. The value obtained for the orbital gap (spin up / spin down) is 7.4530 / 6.9786 eV. Its spin multiplicity is 1. The LUMO energy (spin up / spin down) comes out at 0.1036 / 0.0983 Ha. The HOMO energy (spin up / spin down) is -4.63 / -4.30 eV. The calculation puts the maximum force at 3.1 eV Å⁻¹.

Geometry as XYZ:
```
19
C6H7Cl2O3S | the Open Molecules 2025 dataset | the ωB97M-V functional and the def2-TZVPD basis
C 0.07293 0.86628 -1.36626
C 0.66210 0.29595 1.09102
C -0.08684 -0.01226 -0.18325
C 2.19534 0.14996 1.01802
C 0.15414 1.69842 1.58096
C -1.96589 -1.66000 -1.45177
O -0.04839 2.08487 -1.39459
O 0.31514 0.16087 -2.36584
O -0.41842 -2.33603 0.80440
S -0.32000 -1.67839 -0.53697
Cl 2.93084 1.29076 -0.06474
Cl 2.85676 -1.43430 0.83360
H 0.44702 -0.50661 1.89497
H 0.58799 1.98943 2.54350
H -0.96332 1.78555 1.70855
H 0.45864 2.37445 0.74507
H -1.64506 -1.70843 -2.47348
H -2.65790 -0.79950 -1.26721
H -2.57507 -2.56102 -1.11598
```

natural (NBO) atomic charge list, values in e, 8 entries: C 0.67; C -0.39; C -0.25; C -0.03; C -0.62; C -0.80; O -0.73; O -0.75

Below is a 2-piece molecular cluster, C6H7ClN2 overall at a distorted geometry, with properties calculated with the ωB97M-V functional and the def2-TZVPD basis.

The total energy is -21834.8427 eV. The value obtained for the orbital gap is 9.6603 eV. Its spin multiplicity is 1. The LUMO energy comes out at 0.0256 Ha. The HOMO energy is -8.96 eV. The SMILES is C1=C(n2ccnc2)C1.Cl. The calculation puts the maximum force at 2.8 eV Å⁻¹.

Geometry as XYZ:
```
16
C6H7ClN2 | the Open Molecules 2025 dataset | the ωB97M-V functional and the def2-TZVPD basis
C 2.08288 1.62217 0.51279
C 0.92444 1.08910 0.98909
C 1.09526 0.78990 -1.20294
C -1.95597 -0.35658 0.76658
C -2.17184 -0.59022 -0.69172
C -0.91830 -0.08143 0.02060
N 2.18786 1.42892 -0.81603
N 0.29791 0.56761 -0.11040
Cl 1.24980 -2.81807 0.07021
H 2.78812 2.16261 1.00134
H 0.55263 0.99673 2.01858
H 1.12722 0.36366 -2.25872
H -2.31345 -0.64859 1.70318
H -0.00191 -2.93590 0.19335
H -2.12319 -1.64360 -0.97029
H -2.82146 0.05368 -1.22559
```

natural (NBO) atomic charge list, values in e, 8 entries: C -0.08; C -0.09; C 0.16; C -0.24; C -0.41; C 0.21; N -0.44; N -0.38

Below is one molecule with the formula C6H7ClN2O2 at a distorted geometry, with properties calculated with the ωB97M-V functional and the def2-TZVPD basis.

The total energy is -25928.2340 eV. The value obtained for the orbital gap is 8.1003 eV. Its spin multiplicity is 1. The LUMO energy comes out at 0.0044 Ha. The HOMO energy is -7.98 eV. The SMILES is CN1CC=CC([N+](=O)[O-])=C1Cl. The calculation puts the maximum force at 3.9 eV Å⁻¹.

Geometry as XYZ:
```
18
C6H7ClN2O2 | the Open Molecules 2025 dataset | the ωB97M-V functional and the def2-TZVPD basis
C 0.60148 -0.03593 -1.69023
C 1.48021 -0.62835 -0.89942
C -0.61931 0.54396 -1.21727
C -0.86025 0.47784 0.18219
C 1.36362 -0.50223 0.61918
C -0.16104 -0.45510 2.40255
N 0.06158 -0.12411 0.99677
N -1.51119 1.18540 -2.15914
O -1.33249 0.90640 -3.32138
O -2.35286 1.89779 -1.75597
Cl -2.39257 0.82766 0.88343
H 0.53978 -0.23944 -2.82093
H 2.33988 -0.98721 -1.37397
H 1.60366 -1.53646 0.89344
H 2.10934 0.23420 0.92462
H -0.84025 -1.29267 2.62665
H 0.81374 -0.65901 2.83320
H -0.84333 0.38727 2.87629
```

natural (NBO) atomic charge list, values in e, 8 entries: C -0.21; C -0.22; C -0.15; C 0.27; C -0.24; C -0.42; N -0.41; N 0.55

Below is one molecule with the formula C6H7ClS at a distorted geometry, with properties calculated with the ωB97M-V functional and the def2-TZVPD basis.

The total energy is -29691.1811 eV. The value obtained for the orbital gap is 8.0727 eV. Its spin multiplicity is 1. The LUMO energy comes out at -0.0325 Ha. The HOMO energy is -8.96 eV. The SMILES is C[C@@]1(Cl)C=CCC1=S. The calculation puts the maximum force at 5.3 eV Å⁻¹.

Geometry as XYZ:
```
15
C6H7ClS | the Open Molecules 2025 dataset | the ωB97M-V functional and the def2-TZVPD basis
C -1.13462 1.13312 -1.05490
C 0.18546 0.27890 -0.70527
C 0.61648 0.89958 0.55688
C 0.94996 -0.02724 1.53193
C 0.50199 -1.42964 1.03653
C -0.19172 -1.12769 -0.34377
H -1.72583 1.06882 -0.11887
H -0.96736 2.21706 -1.28985
H -1.58748 0.63582 -2.00247
H 0.94794 1.87911 0.57639
H 1.38181 0.25868 2.50085
H -0.22684 -1.98182 1.65451
H 1.25050 -2.27231 0.81976
S -1.45213 -1.95664 -1.06201
Cl 1.45183 0.42424 -2.09971
```

natural (NBO) atomic charge list, values in e, 8 entries: C -0.62; C -0.11; C -0.22; C -0.15; C -0.54; C -0.02; H 0.22; H 0.23

Below is C6H7CrO5 as an isolated structure at a distorted geometry, with properties calculated with the ωB97M-V functional and the def2-TZVPD basis.

The total energy is -44986.5860 eV. The net charge is +1. The value obtained for the orbital gap (spin up / spin down) is 8.3411 / 9.5292 eV. Its spin multiplicity is 5. The LUMO energy (spin up / spin down) comes out at -0.1704 / -0.1533 Ha. The HOMO energy (spin up / spin down) is -12.98 / -13.70 eV. The calculation puts the maximum force at 2.1 eV Å⁻¹.

Geometry as XYZ:
```
19
C6H7CrO5 | the Open Molecules 2025 dataset | the ωB97M-V functional and the def2-TZVPD basis
O 0.19903 2.07720 0.47607
Cr 0.43024 0.63100 1.61716
O -1.62365 0.74639 2.17141
C -2.49559 1.45257 1.91651
C 0.39168 2.11683 -0.90410
C -0.47282 1.08274 -1.63765
H 0.10169 3.11148 -1.28552
H 1.45045 1.98525 -1.19723
H -1.52718 1.37990 -1.53661
H -0.22922 1.09144 -2.71221
C -0.35773 -0.31649 -1.10683
C 0.77243 -0.84658 -0.64459
O 0.79844 -2.16115 -0.16719
C 0.71361 -2.31979 1.13346
O 0.52176 -1.40855 1.93390
O 0.68853 -3.58130 1.44420
H -1.26411 -0.92774 -1.05778
H 1.75851 -0.37702 -0.67302
H 0.14392 -3.73619 2.23002
```

natural (NBO) atomic charge list, values in e, 8 entries: O -0.87; Cr 1.45; O -0.65; C 0.70; C -0.06; C -0.48; H 0.21; H 0.16

Below is an isolated ion of composition C6H7F4NO5P and charge +1 at a distorted geometry, with properties calculated with the ωB97M-V functional and the def2-TZVPD basis.

The total energy is -38214.5209 eV. The net charge is +1. The value obtained for the orbital gap is 10.3769 eV. Its spin multiplicity is 1. The LUMO energy comes out at -0.1802 Ha. The HOMO energy is -15.28 eV. The calculation puts the maximum force at 2.8 eV Å⁻¹.

Geometry as XYZ:
```
24
C6H7F4NO5P | the Open Molecules 2025 dataset | the ωB97M-V functional and the def2-TZVPD basis
O 1.10931 1.29083 2.41693
C 0.50246 1.78603 1.50129
O 0.62593 3.05530 1.14116
C -0.45620 0.93696 0.67439
P 0.02631 -0.80157 0.79947
C 1.73206 -1.16391 0.16890
O 2.44040 0.01340 -0.08750
C 2.26583 0.55049 -1.33495
F 1.16994 0.06267 -1.91274
F 3.28768 0.29311 -2.09708
F 2.11624 1.85360 -1.21090
C -1.22121 -1.88736 -0.07147
O -0.81379 -2.86670 -0.62365
N -2.56782 -1.49705 0.07612
C -2.92653 -0.37067 -0.72521
O -3.78508 0.41689 -0.46983
F -2.15197 -0.25119 -1.78941
H -0.11454 3.30526 0.57902
H -0.49926 1.21887 -0.37346
H -1.46091 1.01477 1.07652
H -0.03784 -1.15970 2.15142
H 2.23007 -1.67046 0.98060
H 1.69282 -1.85554 -0.66105
H -3.16390 -2.27405 -0.20855
```

natural (NBO) atomic charge list, values in e, 8 entries: O -0.54; C 0.80; O -0.61; C -0.87; P 1.13; C -0.34; O -0.49; C 1.16

Below is one molecule with the formula C6H7FO at a distorted geometry, with properties calculated with the ωB97M-V functional and the def2-TZVPD basis.

The total energy is -11098.7709 eV. The value obtained for the orbital gap is 8.8072 eV. Its spin multiplicity is 1. The LUMO energy comes out at -0.0076 Ha. The HOMO energy is -9.01 eV. The SMILES is C=C/C(C)=C(/F)C=O. The calculation puts the maximum force at 2.2 eV Å⁻¹.

Geometry as XYZ:
```
15
C6H7FO | the Open Molecules 2025 dataset | the ωB97M-V functional and the def2-TZVPD basis
C -0.80705 1.51512 0.06287
C 0.03219 0.29947 -0.04764
C -0.59404 -1.03691 -0.09622
C -1.93566 -1.15981 0.00209
C 1.37289 0.37966 -0.01412
C 2.40408 -0.70426 -0.01303
H -1.28409 1.55798 1.05008
H -0.21994 2.41835 -0.03813
H -1.59888 1.57347 -0.70426
H 0.04974 -1.91772 -0.12137
H -2.54991 -2.07115 -0.15318
H -2.48555 -0.27906 0.11955
H 3.43306 -0.27041 -0.07275
O 2.20291 -1.86433 0.08303
F 1.98025 1.55958 -0.05691
```

natural (NBO) atomic charge list, values in e, 8 entries: C -0.66; C -0.03; C -0.23; C -0.36; C 0.26; C 0.38; H 0.23; H 0.24

Below is one molecule with the formula C6H7IN2 at a distorted geometry, with properties calculated with the ωB97M-V functional and the def2-TZVPD basis.

The total energy is -17411.8243 eV. The value obtained for the orbital gap is 7.7529 eV. Its spin multiplicity is 1. The LUMO energy comes out at 0.0077 Ha. The HOMO energy is -7.54 eV. The calculation puts the maximum force at 3.8 eV Å⁻¹.

Geometry as XYZ:
```
16
C6H7IN2 | the Open Molecules 2025 dataset | the ωB97M-V functional and the def2-TZVPD basis
C -0.84286 2.14187 0.17316
C -1.49407 0.90725 0.49461
C 1.32631 1.56501 -0.56042
C 1.84845 0.81653 0.40185
C -0.67121 -1.38995 0.32360
C -0.48952 -2.68014 -0.29106
N 0.27949 2.46405 -0.33700
N -1.06763 -0.29254 0.30961
I 3.57297 -0.41690 0.19487
H -1.46004 2.97031 0.40354
H -2.60082 0.76485 0.55195
H 1.70695 1.68491 -1.52022
H 1.20486 0.76280 1.29092
H -1.02700 -3.58664 0.28568
H 0.65375 -3.03382 -0.33298
H -0.93963 -2.67758 -1.38810
```

natural (NBO) atomic charge list, values in e, 8 entries: C 0.10; C -0.30; C -0.05; C -0.43; C 0.36; C -0.74; N -0.46; N -0.19

What did the third record say?
Below is an isolated ion of composition C6H7Cl2O3S and charge -1 at a distorted geometry, with properties calculated with the ωB97M-V functional and the def2-TZVPD basis.

The total energy is -48356.0243 eV. The net charge is -1. The value obtained for the orbital gap (spin up / spin down) is 7.4530 / 6.9786 eV. Its spin multiplicity is 1. The LUMO energy (spin up / spin down) comes out at 0.1036 / 0.0983 Ha. The HOMO energy (spin up / spin down) is -4.63 / -4.30 eV. The calculation puts the maximum force at 3.1 eV Å⁻¹.

Geometry as XYZ:
```
19
C6H7Cl2O3S | the Open Molecules 2025 dataset | the ωB97M-V functional and the def2-TZVPD basis
C 0.07293 0.86628 -1.36626
C 0.66210 0.29595 1.09102
C -0.08684 -0.01226 -0.18325
C 2.19534 0.14996 1.01802
C 0.15414 1.69842 1.58096
C -1.96589 -1.66000 -1.45177
O -0.04839 2.08487 -1.39459
O 0.31514 0.16087 -2.36584
O -0.41842 -2.33603 0.80440
S -0.32000 -1.67839 -0.53697
Cl 2.93084 1.29076 -0.06474
Cl 2.85676 -1.43430 0.83360
H 0.44702 -0.50661 1.89497
H 0.58799 1.98943 2.54350
H -0.96332 1.78555 1.70855
H 0.45864 2.37445 0.74507
H -1.64506 -1.70843 -2.47348
H -2.65790 -0.79950 -1.26721
H -2.57507 -2.56102 -1.11598
```

natural (NBO) atomic charge list, values in e, 8 entries: C 0.67; C -0.39; C -0.25; C -0.03; C -0.62; C -0.80; O -0.73; O -0.75

Q: Number 10 is which compound?
A: C6H7IN2

Q: maximum force of number 3 (C6H7Cl2O3S)?
A: 3.1 eV Å⁻¹

Q: Look up the total energy of the fifth one.
A: -25928.2340 eV